1.
C24H30FeNO | the ωB97M-V functional and the def2-TZVPD basis

Output
- Net charge: -1
- 2S+1: 5
- Orbital gap (alpha / beta): 0.128 / 0.194 Ha
- ΔE to the lowest compared entry with this formula, charge and spin: 0.0 kcal per mole

Last column: Löwdin spin population.
Element x y z (Å)
H -2.0926 -5.7697 0.7795  0.0008
C 1.5262 -0.1330 -1.7738  0.0941
C -0.4235 -0.5566 2.4733  0.0019
H -3.8315 -5.7906 1.2300  -0.0002
H -0.2317 -0.4847 3.5599  0.0002
H -0.0860 2.0697 3.2636  0.0001
C 1.0468 2.5549 -3.2873  0.0434
C -0.6676 -1.3965 -1.4270  0.0379
H 0.7760 -2.2059 0.0020  0.0090
H -0.5164 2.5342 -1.6431  0.0118
H -2.3423 -1.4236 2.7081  0.0001
H 2.6020 -0.3664 -3.7445  0.0088
N 0.2817 0.5803 1.8459  0.0013
C 2.3971 3.0915 -3.3138  0.0471
C -2.4300 -3.3352 -0.3942  0.1218
H 0.1808 2.6651 1.5985  0.0003
H -2.7276 -4.6141 2.0161  0.0008
H 4.0206 1.0996 0.1960  0.0100
H 1.3348 0.3024 0.3344  0.0052
H 0.5175 2.1575 -4.1493  0.0095
H 0.0611 -1.4759 2.1082  0.0009
H -0.3294 0.1672 -2.8467  0.0146
C 2.6382 0.0006 -2.7151  0.0596
C -0.2444 -2.2858 -0.4000  0.1225
C -2.9565 -5.1591 1.0867  0.0029
C 2.6932 3.6275 -1.9899  0.0208
H 2.1944 -0.3066 2.1362  0.0023
C 0.5030 2.7603 -1.9591  0.0492
C 2.0029 0.3717 -0.5136  0.0426
H -3.6070 0.7662 2.4665  0.0000
H -2.4318 0.8281 3.8013  0.0000
C 0.1039 -0.3462 -1.9601  0.4029
O -3.3428 -4.2425 0.0441  0.0507
H -2.1038 -0.6591 1.1299  -0.0003
C 1.5149 3.4176 -1.1494  0.0320
C -0.3374 1.8941 2.1983  0.0002
C -1.9199 -0.5468 2.2061  0.0002
H -2.2987 -0.9176 -2.7827  0.0036
C -1.9767 -1.5815 -1.9832  0.0948
H 3.5954 4.1477 -1.7125  0.0079
C 3.3799 0.7654 -0.6248  0.0435
H -2.1635 2.8967 2.4757  0.0001
C -1.8477 1.9457 2.0286  0.0003
C -2.8250 -2.5299 -1.4831  -0.0178
C 1.6651 0.6147 2.4308  0.0023
C -2.5403 0.7530 2.7080  0.0000
H -0.7674 -3.9360 0.8853  -0.0036
H -2.0999 1.9677 0.9587  0.0003
Fe 2.1943 1.7273 -1.9003  2.6036
H 1.3856 3.7731 -0.1315  0.0088
H 2.1987 1.4963 2.0282  0.0001
C -1.1043 -3.2284 0.1230  -0.0118
C 3.7740 0.5372 -1.9976  0.0460
H 3.0390 3.1460 -4.1806  0.0098
H 4.7901 0.6806 -2.3704  0.0111
H 1.6280 0.6809 3.5365  0.0001
H -3.7996 -2.7293 -1.9259  -0.0037

Cartesian forces (eV/Å) of the 3 atoms listed first:
-0.2 0.2 0.1
0.6 -1.1 0.9
0.5 0.6 -0.1



2.
C5H12O3 | the ωB97M-V functional and the def2-TZVPD basis

Output
- Net charge: -1
- 2S+1: 2
- Orbital gap (alpha / beta): 0.089 / 0.257 Ha
- ΔE to the lowest compared entry with this formula, charge and spin: 62.6 kcal per mole

Last column: Löwdin spin population.
Element x y z (Å)
H -1.6882 1.8321 0.4673  0.0035
H 0.4276 -2.1728 -1.7195  0.0335
H 1.4193 0.4043 -0.4205  0.0331
O -2.2977 1.1131 0.6320  0.0081
C 1.5772 -1.7425 0.0354  0.1127
H -0.9614 0.5633 2.0933  0.0057
H 1.1946 -0.1265 1.3949  0.0170
O 2.2534 -3.1076 -1.8213  0.2388
H 2.6128 -1.8320 0.3787  0.0062
H -2.1792 -0.6029 1.6687  0.0025
C -0.5764 -0.4689 0.0037  0.0218
H -0.9753 0.0758 -0.9172  0.0128
H -0.0355 4.5921 -0.7827  0.0118
C -1.5269 0.1599 1.2424  0.0196
H -1.0240 -1.4703 0.0794  0.0026
O -0.8984 4.1505 -0.7601  0.0421
H -1.1885 3.7336 -1.5232  0.0117
C 0.9447 -0.3415 0.2948  0.0690
H 1.4930 -2.4229 0.9456  0.0581
C 1.4289 -2.3370 -1.2918  0.2894

Cartesian forces (eV/Å) of the 3 atoms listed first:
-0.1 0.5 -0.3
-0.1 -0.2 -0.3
-0.5 -0.7 1.0



3.
C15H15N7O4Zr | the ωB97M-V functional and the def2-TZVPD basis

Output
- Net charge: +2
- Orbital gap: 0.218 Ha
- ΔE to the lowest compared entry with this formula, charge and spin: 0.0 kcal per mole

Last column: natural (NBO) charge in e.
Element x y z (Å)
N 1.4289 -0.5946 1.7626  -0.3278
H -1.1193 1.2438 -4.6751  0.4328
C 3.4828 0.2876 0.8407  -0.1060
C -0.7033 -1.4409 2.1585  0.2312
O -2.6817 3.2608 -0.4623  -0.2324
Zr -0.5351 -0.0756 -0.5164  2.3916
C -4.6088 -2.6790 1.0729  -0.1172
N -1.4791 1.6922 -1.5598  -0.5825
H -2.6668 -2.0415 3.7604  0.2379
C 6.1452 1.0220 1.0534  -0.1493
C -3.7112 -2.3978 0.0597  -0.2791
C 4.2094 0.6087 -0.3060  -0.1884
H -2.8071 3.6857 -2.6318  0.4620
H -4.9437 -2.7774 3.1959  0.2508
C -1.7005 2.0100 -2.8482  0.6610
C -2.4286 -1.9643 0.3677  0.3610
H 0.5791 0.1024 -3.4075  0.4218
N -1.1072 1.1297 -3.6705  -0.3982
H -0.7831 -0.8257 -3.4986  0.4222
C 4.0958 0.3352 2.0963  -0.1628
O -1.6460 1.6123 0.5371  -0.4664
H 3.7384 0.5621 -1.2781  0.2134
C 5.4236 0.7047 2.1975  -0.1994
C -2.9673 -2.1293 2.7241  -0.1121
H -5.6022 -3.0247 0.8205  0.2459
N 0.1325 -0.8464 1.3732  -0.4679
H 5.8994 0.7449 3.1674  0.2379
C -4.2405 -2.5425 2.4100  -0.2061
H 7.1852 1.3076 1.1357  0.2365
N -2.0081 2.2893 -0.4754  0.6636
C 5.5390 0.9723 -0.1957  -0.1965
H -3.9774 -2.5390 -0.9790  0.2402
N -0.3959 0.0361 -3.1129  -0.6635
H -2.5314 3.2021 -4.2717  0.4459
H -0.4008 -1.6709 3.1776  0.2420
C -2.0314 -1.8121 1.7205  -0.2481
H 3.5279 0.0833 2.9806  0.2390
H 6.1075 1.2138 -1.0830  0.2307
C 2.0848 -0.1127 0.7547  0.5696
O -1.5593 -1.7272 -0.6724  -0.8031
O 1.4506 0.0625 -0.4371  -0.8206
N -2.3946 3.0325 -3.2851  -0.7096

Cartesian forces (eV/Å) of the 3 atoms listed first:
0.2 0.0 -0.1
0.0 0.0 0.0
0.0 -0.1 0.2



4.
C4H2O2 | the ωB97M-V functional and the def2-TZVPD basis

Output
- SMILES: C#CC(=O)C=O
- Orbital gap: 0.352 Ha
- ΔE to the lowest compared entry with this formula, charge and spin: 22.8 kcal per mole

Last column: natural (NBO) charge in e.
Element x y z (Å)
O -1.0078 1.8547 0.9703  -0.4418
C -0.9944 -0.4787 0.1246  0.3641
O -1.0957 -1.3586 0.9353  -0.4849
H -1.1679 -0.6080 -0.9660  0.1310
C 0.9240 0.7109 0.0034  -0.1494
H 2.2035 -0.8919 -0.9938  0.2466
C 1.5824 -0.1500 -0.5453  -0.1073
C -0.4441 0.9218 0.4715  0.4416

Cartesian forces (eV/Å) of the 3 atoms listed first:
0.4 -0.5 -0.3
-0.7 -0.3 0.4
-0.1 0.5 -0.4



5.
C22H35NO3 | the ωB97M-V functional and the def2-TZVPD basis

Output
- SMILES: CC(C)(C)c1cc(CCC(=O)NC[C@@H]2CCCO2)cc(C(C)(C)C)c1O
- Orbital gap: 0.323 Ha
- ΔE to the lowest compared entry with this formula, charge and spin: 0.0 kcal per mole

Last column: natural (NBO) charge in e.
Element x y z (Å)
H -0.6671 4.2512 -0.9778  0.2049
H -1.3787 -2.9402 1.8511  0.2181
H -2.2799 -0.1145 4.0224  0.2164
O 0.8852 1.2529 2.4142  -0.7084
H 2.4429 2.0268 0.9960  0.2247
H 0.4532 3.2455 -1.9185  0.2246
H 2.7863 3.4331 -0.0089  0.2048
H -1.5551 -2.9720 3.6077  0.2093
H -1.0885 -0.9823 4.9931  0.2065
H 1.0569 -0.4537 -0.6022  0.2037
H 1.1992 -1.6280 2.0607  0.2290
H 1.2661 -1.0917 3.7543  0.1915
C -1.2007 1.5279 -0.5383  -0.2446
C -0.8834 -0.1924 1.6358  -0.1103
H 1.1260 4.8633 1.3141  0.2021
H -3.8886 0.6078 -1.3801  0.2262
C 1.3855 -1.3820 -1.0824  0.0840
H -0.6856 0.5735 4.2652  0.2057
H -2.4196 -1.3413 0.6832  0.2019
C -1.6647 -2.3516 2.7195  -0.6009
C -0.9468 0.1044 -3.1070  0.6961
H 1.3796 -4.1266 0.5804  0.1917
C 1.6828 -3.5084 -0.2656  -0.0684
H 3.3302 -1.7806 -1.9600  0.2068
O 0.7612 -2.4452 -0.3702  -0.5463
C -1.2232 -0.3592 4.1105  -0.6023
H 1.4366 -0.5852 -3.1000  0.2416
N -0.4948 -1.0791 -2.6317  -0.6230
H -1.0857 -1.6336 -2.0325  0.3997
H 3.8664 -3.4868 -0.3879  0.2166
H 0.6632 -2.6774 3.3609  0.2207
H 2.2381 1.9316 -0.7601  0.2044
H -3.2349 -1.0203 -1.4442  0.2012
C -2.4425 0.3323 -2.9465  -0.4979
C 0.9149 -1.3676 -2.5446  -0.2504
C 0.5152 3.9731 1.4485  -0.6059
H -2.6312 1.3712 -3.2192  0.2304
C -2.9680 0.0360 -1.5334  -0.4209
C -0.0798 0.9493 1.4942  0.3351
C 2.9092 -1.5976 -0.9715  -0.4367
O -0.2257 0.8988 -3.6760  -0.6380
H 1.1171 -2.3412 -3.0045  0.1906
H 1.6717 -4.1221 -1.1785  0.1596
C -1.9749 0.3825 -0.4521  -0.0527
H 0.9330 0.5438 3.0617  0.4917
H 3.4038 -0.7297 -0.5421  0.2260
H -2.9627 -0.2957 -3.6738  0.2329
C -1.8068 -0.4576 0.6337  -0.1597
C 2.1305 2.5737 0.1126  -0.6067
C -0.7625 -1.1178 2.8526  -0.0807
C 0.6733 3.0414 0.2394  -0.0965
C 3.0461 -2.8402 -0.0863  -0.4286
H -0.5244 4.2787 1.5508  0.2050
H 0.8240 3.4789 2.3631  0.2273
H 3.1874 -2.5563 0.9567  0.2045
C 0.6834 -1.6451 3.0171  -0.6210
H -2.7131 -2.0742 2.6423  0.2089
H -1.3510 2.1867 -1.3735  0.2236
H 1.0321 4.6880 -1.0943  0.2108
C -0.2286 1.8229 0.4024  0.0303
C 0.3427 3.8490 -1.0205  -0.6091

Cartesian forces (eV/Å) of the 3 atoms listed first:
-0.1 0.1 -0.1
0.0 -0.1 -0.1
-0.1 0.0 0.0



6.
C37H35N5NiO4P2S3 | the ωB97M-V functional and the def2-TZVPD basis

Output
- 2S+1: 3
- Orbital gap (alpha / beta): 0.228 / 0.204 Ha

Last column: Löwdin spin population.
Element x y z (Å)
H 1.6181 -4.4639 1.8939  0.0000
H 2.8268 -0.3241 -2.2554  0.0003
C 0.9201 -0.0501 7.1930  0.0000
H 5.5741 -1.5926 2.5639  0.0000
C 3.3747 -3.7854 0.2621  0.0028
C -0.1403 0.1397 6.3273  0.0000
C -0.9625 0.4984 2.6930  0.0085
C 2.7932 -1.5472 -4.0151  -0.0003
S 0.1198 -6.1594 0.2140  0.0000
C 1.7689 -2.1763 -1.9352  0.0106
O -3.6789 1.0229 8.7955  0.0000
H 3.3588 -0.8384 -4.6047  -0.0001
C -1.8813 -2.3629 -2.7340  0.0007
P 1.5138 -1.7872 -0.1972  0.0578
H -2.3145 -3.2758 -2.3449  0.0002
N 0.2335 0.6141 2.0991  0.0613
H -2.2723 -4.2680 -0.5113  0.0002
H -0.8587 -2.7169 2.1806  0.0001
P -1.1593 -1.5953 -0.0797  0.0345
H 0.7816 -2.1399 2.2790  0.0000
C -1.6504 -0.2285 7.9883  0.0000
C -4.7644 -2.2224 1.6321  0.0000
C 2.3521 -2.7355 -4.5830  0.0017
H 4.8499 -5.3054 0.5573  0.0002
C -2.9732 -3.6926 0.0821  0.0024
C -0.7969 -0.0044 -3.7702  0.0027
H -1.8197 0.4752 2.0335  0.0023
H 3.5092 -0.6675 1.5962  0.0002
C -4.1717 -4.2578 0.4840  0.0008
H 0.6650 -4.2593 3.3374  0.0000
C -0.7631 -0.2667 -2.4111  0.0220
C 1.3262 -3.3685 -2.4993  0.0034
C 2.4986 -1.2625 -2.6908  0.0025
C -3.5655 -1.6491 1.2315  0.0013
C -1.2688 -1.4507 -1.8762  0.0062
H -1.3343 -5.0905 1.7210  0.0000
C -1.3846 -0.9391 -4.6121  0.0013
O -3.3438 -1.2863 9.5727  0.0000
C 0.1506 -2.9003 1.8046  0.0007
C -2.6701 -2.3836 0.4611  0.0120
H -1.4328 -0.7484 -5.6761  0.0002
C 1.2614 0.5952 4.2464  0.0018
H -0.3119 -6.2210 2.5617  0.0000
C 3.7800 -1.6936 1.3940  0.0009
H -5.9950 -3.9711 1.5774  0.0000
H -2.0770 0.2575 4.5176  0.0004
C -1.9340 -2.1067 -4.0938  0.0006
H 2.2538 0.8765 2.3552  0.0003
N -0.6950 -0.4090 8.9109  -0.0001
S 0.9740 3.1928 -0.5345  0.0220
H -3.3296 -0.6352 1.5274  0.0007
H 2.7671 -4.3988 -0.3969  0.0002
H 2.1724 0.6675 4.8222  0.0003
H -2.4091 -2.8184 -4.7552  0.0000
H 0.7566 -4.0725 -1.9018  0.0001
H 1.2737 -4.5642 -4.2754  0.0001
C 4.9536 -2.2114 1.9304  -0.0001
H 1.9555 -0.0092 6.8929  0.0000
C 0.5575 -0.3135 8.5074  0.0000
O -0.4547 3.4739 -0.4672  0.0084
C 1.6188 -3.6417 -3.8278  0.0003
C 1.5318 -7.1587 0.7083  0.0000
H -0.3479 0.5174 -1.7569  0.0113
C 0.6058 -4.2840 2.2453  0.0001
O -3.9900 -0.8568 7.2473  0.0000
H -5.4526 -1.6552 2.2434  0.0000
H 1.9173 -7.6459 -0.1854  0.0000
S -3.3761 -0.3574 8.4662  0.0000
H 6.2424 -3.9149 2.0529  0.0000
H 2.3275 -6.5498 1.1392  0.0000
C 5.3280 -3.5123 1.6387  -0.0004
H -4.4086 -5.2741 0.1980  0.0001
C -1.1060 0.3708 4.0534  0.0028
H 1.3227 -0.4682 9.2618  0.0000
N 1.4689 1.8160 -0.3612  0.0499
C 0.0305 0.3780 4.8590  -0.0006
C 1.3207 0.6986 2.8718  0.0042
H 2.5778 -2.9534 -5.6181  0.0001
C 2.9788 -2.4821 0.5790  0.0130
C -0.3021 -5.4275 1.8131  0.0000
C 4.5425 -4.2962 0.7994  0.0008
H 1.2353 -7.9245 1.4237  0.0000
H -0.3892 0.9178 -4.1579  0.0001
N -1.3995 0.0586 6.7078  0.0001
C -5.0635 -3.5234 1.2590  -0.0003
Ni 0.3865 0.2974 0.1356  1.6410
N 0.1345 -2.7187 0.3006  0.0049

Cartesian forces (eV/Å) of the 3 atoms listed first:
0.1 0.0 0.0
0.0 0.0 0.0
-0.1 0.0 0.1